[1]
C2H12Si4 | ωB97M-V/def2-TZVPD

Last column: Mulliken charge in e.
CARTESIAN COORDINATES (ANGSTROEM)
C: -1.938 0.595 0.470  -0.54
C: 1.234 0.144 0.531  -0.46
Si: -0.330 0.365 1.560  0.27
Si: -2.779 -0.443 -0.599  0.22
Si: 1.349 1.566 -0.817  0.45
Si: 1.408 -1.615 -0.286  0.40
H: -0.021 1.260 2.874  -0.13
H: 2.191 0.228 1.033  0.45
H: -0.461 -0.985 1.999  -0.16
H: -3.944 0.328 -1.304  -0.08
H: -2.122 1.592 0.334  0.49
H: -2.944 -1.888 -0.763  -0.07
H: -0.047 2.011 -0.913  -0.14
H: 2.322 2.524 -0.576  -0.15
H: 1.521 0.919 -2.211  -0.13
H: 0.735 -2.715 0.603  -0.09
H: 2.656 -2.316 -0.223  -0.18
H: 1.173 -1.569 -1.711  -0.13

Output
LUMO, eV: -0.18
Frontier orbital gap, Eh: 0.3236
SMILES: [SiH2]=C[SiH2]C([SiH3])[SiH3]

***

[2]
C26H22ClP2PdS2 | ωB97M-V/def2-TZVPD

Last column: Mulliken charge in e.
CARTESIAN COORDINATES (ANGSTROEM)
Pd: 0.196 -3.539 0.008  -0.70
S: -2.351 -2.906 -0.082  -0.57
P: -1.546 -1.040 -0.003  1.77
C: 0.073 -1.474 -0.022  -0.96
P: 1.653 -0.898 -0.031  1.30
S: 2.621 -2.687 0.042  -0.45
C: 2.056 0.132 1.388  0.32
C: 1.778 1.497 1.335  -0.13
C: 2.008 2.285 2.451  -0.82
C: 2.513 1.714 3.612  -0.47
C: 2.794 0.354 3.662  -0.73
C: 2.561 -0.443 2.552  -0.25
C: 2.207 -0.002 -1.488  0.30
C: 3.577 0.225 -1.618  -0.63
C: 4.055 0.881 -2.738  -0.70
C: 3.170 1.309 -3.721  -0.50
C: 1.809 1.079 -3.591  -0.59
C: 1.321 0.413 -2.474  0.44
C: -2.063 -0.025 -1.396  0.13
C: -2.064 1.365 -1.285  0.07
C: -2.350 2.139 -2.399  -0.86
C: -2.625 1.529 -3.616  -0.42
C: -2.655 0.144 -3.717  -0.81
C: -2.370 -0.639 -2.610  -0.19
C: -2.094 -0.180 1.478  0.52
C: -3.395 0.327 1.519  -0.44
C: -3.838 0.968 2.664  -0.70
C: -2.989 1.099 3.757  -0.48
C: -1.704 0.579 3.718  -0.76
C: -1.253 -0.074 2.580  -0.27
H: 1.387 1.938 0.424  0.40
H: 1.802 3.346 2.416  0.43
H: 2.697 2.333 4.479  0.43
H: 3.196 -0.084 4.566  0.42
H: 2.772 -1.505 2.581  0.47
H: 4.263 -0.119 -0.851  0.37
H: 5.117 1.048 -2.855  0.40
H: 3.547 1.812 -4.602  0.39
H: 1.125 1.401 -4.365  0.46
H: 0.263 0.214 -2.374  0.07
H: -1.855 1.832 -0.330  0.46
H: -2.371 3.217 -2.315  0.42
H: -2.824 2.137 -4.489  0.44
H: -2.912 -0.327 -4.657  0.43
H: -2.393 -1.719 -2.673  0.43
H: -4.048 0.216 0.662  0.43
H: -4.844 1.361 2.707  0.41
H: -3.340 1.598 4.651  0.40
H: -1.051 0.674 4.576  0.45
H: -0.260 -0.501 2.540  0.58
Cl: 1.167 -5.769 -0.001  0.00
C: -0.543 -5.517 -0.015  -0.40
H: -1.004 -5.875 0.897  0.36
H: -0.986 -5.844 -0.947  0.36

Output
Charge: +1
LUMO, eV: -5.16
Frontier orbital gap, Eh: 0.2149

***

[3]
C7H11O | ωB97M-V/def2-TZVPD

Last column: Mulliken charge in e.
CARTESIAN COORDINATES (ANGSTROEM)
C: 0.300 1.380 -0.351  -0.81
C: -0.776 0.824 0.593  0.84
C: -1.067 -0.592 0.195  -0.99
C: 1.185 -1.684 -0.634  -0.62
C: 1.932 -0.364 -0.706  -0.30
C: -0.070 -0.882 -0.925  0.26
C: -1.593 1.574 1.558  -1.21
O: 0.725 0.325 -1.209  -0.08
H: 0.282 2.418 -0.631  0.40
H: -0.850 -1.227 0.966  0.43
H: -2.161 -0.814 -0.067  0.40
H: 1.691 -2.434 -1.394  0.30
H: 1.312 -2.141 0.382  0.26
H: 2.231 0.116 0.350  0.27
H: 2.676 -0.211 -1.451  0.32
H: -0.484 -1.218 -1.838  0.41
H: -1.128 2.463 1.808  0.40
H: -1.738 0.916 2.375  0.35
H: -2.466 1.553 0.979  0.36

Output
Charge: +1
LUMO, eV: -3.67
Frontier orbital gap, Eh: 0.3605

***

[4]
C5H14 | ωB97M-V/def2-TZVPD

Last column: Mulliken charge in e.
CARTESIAN COORDINATES (ANGSTROEM)
C: -1.432 0.963 -1.872  -0.28
C: -2.811 1.330 -1.336  -0.84
H: -0.979 1.773 -2.435  0.33
H: -0.683 0.742 -1.106  -0.29
H: -1.447 0.086 -2.516  0.30
H: -2.756 1.575 -0.275  0.27
H: -3.531 0.507 -1.396  0.28
H: -3.247 2.131 -1.925  0.27
C: 1.870 -1.016 1.542  0.01
C: 1.198 0.477 1.569  -0.69
C: 1.607 -1.981 0.444  -0.93
H: 2.941 -0.777 1.605  0.33
H: 1.409 -1.415 2.466  0.28
H: 1.894 1.185 2.007  0.35
H: 0.286 0.480 2.156  0.34
H: 1.657 -3.046 0.741  0.37
H: 0.546 -1.830 0.179  0.35
H: 1.134 0.680 0.486  0.21
H: 2.345 -1.867 -0.335  0.34

Output
Charge: +1
Expectation value of S²: 0.7527
2S+1: 2
LUMO (spin up / spin down), eV: -3.24 / -10.51
Frontier orbital gap (spin up / spin down), Eh: 0.4177 / 0.1506

***

[5]
C35H40CdN4O6STe | ωB97M-V/def2-TZVPD

Last column: Mulliken charge in e.
CARTESIAN COORDINATES (ANGSTROEM)
Cd: -2.006 -2.033 0.795  1.13
O: -2.542 -5.059 0.838  -0.59
C: -2.656 -5.393 2.207  -0.60
C: -3.305 -4.298 3.041  -0.78
N: -2.636 -3.000 2.972  0.54
C: -3.478 -1.950 3.568  -0.52
C: -3.118 -0.551 3.048  0.55
O: -2.868 0.338 3.846  -0.68
O: -3.149 -0.445 1.759  -0.95
C: -1.312 -3.048 3.605  -0.74
C: -0.223 -3.663 2.698  0.22
O: 0.659 -4.322 3.230  -0.77
O: -0.339 -3.410 1.442  -0.48
H: -1.668 -4.647 0.725  0.32
H: -1.683 -5.669 2.622  0.30
H: -3.307 -6.268 2.273  0.45
H: -3.346 -4.653 4.083  0.28
H: -4.327 -4.158 2.683  0.38
H: -3.423 -1.949 4.661  0.26
H: -4.507 -2.141 3.258  0.44
H: -1.337 -3.613 4.542  0.26
H: -0.998 -2.024 3.827  0.45
C: 4.613 -2.778 -3.722  -1.49
C: 3.619 -1.691 -3.507  0.78
C: 3.195 -0.808 -4.435  -0.78
C: 2.152 0.114 -4.118  0.55
N: 1.537 0.050 -2.916  -0.31
C: 1.941 -0.804 -2.033  -0.29
S: 1.203 -1.004 -0.450  -0.21
N: 3.085 -1.595 -2.224  0.08
C: 1.653 1.112 -5.116  -1.41
H: 4.928 -2.805 -4.763  0.35
H: 4.172 -3.747 -3.466  0.30
H: 5.495 -2.637 -3.090  0.36
H: 3.614 -0.836 -5.433  0.34
H: 3.185 -2.376 -1.592  0.35
H: 1.449 0.640 -6.083  0.34
H: 2.383 1.910 -5.291  0.32
H: 0.735 1.564 -4.745  0.32
C: -2.697 7.720 1.484  -1.56
C: -2.252 6.282 1.442  0.75
C: -2.633 5.441 0.410  -0.99
C: -2.239 4.104 0.366  1.14
C: -2.703 3.249 -0.787  -1.62
C: -1.437 3.600 1.395  -0.55
Te: -0.764 1.585 1.324  0.76
N: -0.425 -1.383 -0.680  -0.31
C: -0.921 -2.243 -1.539  0.78
O: -2.135 -2.607 -1.397  -0.81
C: -0.092 -2.885 -2.605  0.13
C: -0.142 -2.493 -3.935  -0.08
C: 0.622 -3.162 -4.881  -0.63
C: 1.417 -4.237 -4.505  -0.43
C: 1.446 -4.645 -3.177  -0.82
C: 0.698 -3.967 -2.224  -0.19
C: 1.226 2.253 0.939  0.57
C: 1.446 3.180 -0.076  -0.56
C: 2.729 3.588 -0.409  -0.81
C: 3.812 3.072 0.285  -0.59
C: 3.598 2.164 1.312  -0.69
C: 2.315 1.738 1.654  0.97
C: 2.136 0.745 2.772  -1.44
C: -1.050 4.431 2.458  1.11
C: -0.206 3.929 3.599  -1.40
C: -1.460 5.759 2.457  -0.92
H: -3.173 8.012 0.548  0.34
H: -1.851 8.388 1.659  0.35
H: -3.414 7.881 2.292  0.31
H: -3.252 5.832 -0.392  0.25
H: -3.204 3.861 -1.538  0.39
H: -3.398 2.480 -0.446  0.30
H: -1.868 2.727 -1.255  0.26
H: -0.769 -1.659 -4.223  0.50
H: 0.593 -2.845 -5.916  0.41
H: 2.014 -4.756 -5.245  0.41
H: 2.045 -5.499 -2.884  0.44
H: 0.714 -4.268 -1.182  0.61
H: 0.598 3.585 -0.617  0.37
H: 2.879 4.295 -1.216  0.40
H: 4.821 3.375 0.031  0.37
H: 4.445 1.774 1.866  0.33
H: 3.065 0.620 3.329  0.45
H: 1.846 -0.236 2.384  0.19
H: 1.350 1.067 3.457  0.23
H: -0.609 2.994 3.991  0.20
H: -0.169 4.666 4.401  0.43
H: 0.815 3.732 3.263  0.21
H: -1.155 6.402 3.278  0.35

Output
Charge: -1
Expectation value of S²: 0.7750
2S+1: 2
LUMO (spin up / spin down), eV: 2.45 / 2.44
Frontier orbital gap (spin up / spin down), Eh: 0.2131 / 0.2678

***

[6]
C5H9NO2 | ωB97M-V/def2-TZVPD

Last column: Mulliken charge in e.
CARTESIAN COORDINATES (ANGSTROEM)
C: 0.960 -0.518 0.046  -0.20
N: 0.969 -2.063 -0.977  -0.57
C: 0.069 1.423 0.806  0.48
C: -0.365 -0.168 -0.185  0.27
C: -0.080 2.614 0.236  -1.00
C: -1.539 -0.365 -0.707  -0.74
O: -0.035 -3.049 -0.657  -0.40
O: 0.207 1.195 2.136  -0.48
H: 0.431 -3.674 -0.090  0.32
H: 0.117 2.023 2.636  0.32
H: 0.727 -1.804 -1.935  0.28
H: 1.185 -0.928 1.026  0.26
H: 1.748 0.011 -0.478  0.29
H: -0.202 2.707 -0.832  0.29
H: -0.138 3.532 0.816  0.25
H: -2.322 0.375 -0.638  0.33
H: -1.733 -1.310 -1.202  0.29

Output
LUMO, eV: 0.73
Frontier orbital gap, Eh: 0.3140

***

[7]
C3H8 | ωB97M-V/def2-TZVPD

Last column: Mulliken charge in e.
CARTESIAN COORDINATES (ANGSTROEM)
C: -1.290 -0.177 0.054  -1.19
C: 0.015 0.693 0.014  -0.10
C: 1.259 -0.190 0.029  -1.00
H: -1.321 -0.979 0.730  0.37
H: -2.176 0.384 0.016  0.35
H: -1.327 -0.681 -0.951  0.29
H: 0.174 1.198 -0.970  0.24
H: 0.004 1.320 0.945  0.25
H: 2.284 0.203 -0.247  0.29
H: 1.069 -1.128 -0.684  0.23
H: 1.307 -0.643 1.063  0.27

Output
LUMO, eV: 1.28
Frontier orbital gap, Eh: 0.4600
SMILES: CCC

***

[8]
C2Br2Cl2S2 | ωB97M-V/def2-TZVPD

Last column: Mulliken charge in e.
CARTESIAN COORDINATES (ANGSTROEM)
C: 0.061 -1.027 -0.458  0.16
C: -0.201 1.214 0.398  0.06
S: -1.149 -0.322 0.716  0.03
S: 1.001 0.360 -0.744  0.04
Cl: 1.069 -2.432 0.032  -0.10
Cl: 0.620 1.780 1.900  -0.09
Br: -0.725 -1.827 -2.283  -0.10
Br: -1.383 2.651 -0.292  -0.01

Output
LUMO, eV: -0.85
Frontier orbital gap, Eh: 0.3361

***

Calculated ΔE to the lowest compared entry with this formula, charge and spin (eV), listed in the same order as above: 1.990; 1.134; 3.019; 0.383; 1.042; 7.393; 0.724; 0.000